Entry 1:
Computed, not measured: a cluster of 2 separate species, C10H10N2 in total in a non-equilibrium geometry, with ωB97M-V/def2-TZVPD.

For the frontier orbital gap, the calculation gives 10.390 eV. The value obtained for the energy is -13509.4852 eV. The value obtained for the energy above the lowest of the compared OMol25 structures with the same formula, charge and spin is 83.25 kcal/mol. The maximum force comes out at 7.3 eV Å⁻¹. The HOMO energy is -0.3520 Eh.

Each line ends with the Mulliken charge.
Element x y z (Å)
1 C -3.12 -0.49 -0.11  -0.162
2 C -4.15 -1.33 -0.16  -0.369
3 C -5.48 -0.83 0.01  -0.120
4 C -5.63 0.54 -0.03  -0.484
5 C -4.47 1.36 0.01  -0.069
6 C 4.42 -1.34 0.09  -0.177
7 C 5.55 -0.58 -0.01  -0.525
8 C 5.42 0.75 -0.04  -0.082
9 C 4.27 1.43 -0.17  -0.512
10 C 3.15 0.51 0.08  0.003
11 H -2.13 -0.84 -0.18  0.438
12 H -4.05 -2.45 -0.07  0.275
13 H -6.27 -1.53 0.30  0.338
14 H -6.51 1.08 0.22  0.347
15 H -4.49 2.48 0.24  0.322
16 H 4.34 -2.49 -0.16  0.270
17 H 6.39 -1.01 -0.06  0.579
18 H 6.45 1.18 -0.12  0.252
19 H 4.26 2.51 -0.02  0.339
20 H 2.11 0.98 0.04  0.312
21 N -3.16 0.88 0.03  -0.516
22 N 3.12 -0.80 0.11  -0.460



Entry 2:
Computed, not measured: a cluster of 2 separate species, C10H10N2O2 in total in a non-equilibrium geometry, with ωB97M-V/def2-TZVPD.

For the frontier orbital gap, the calculation gives 9.534 eV. The value obtained for the energy is -17606.0966 eV. The value obtained for the energy above the lowest of the compared OMol25 structures with the same formula, charge and spin is 56.39 kcal/mol. The maximum force comes out at 5.3 eV Å⁻¹. The HOMO energy is -0.3331 Eh.

Each line ends with the Mulliken charge.
Element x y z (Å)
1 C -2.68 1.19 1.11  -0.670
2 C -3.26 1.22 -0.21  -0.365
3 C -3.05 0.12 -1.08  -0.354
4 C -2.21 -0.93 -0.72  -0.185
5 C -1.42 -0.92 0.40  -0.040
6 C -1.71 0.11 1.31  -0.184
7 C 2.61 1.19 -0.56  0.501
8 C 3.46 0.48 0.46  -0.526
9 C 3.04 -0.68 0.94  -0.131
10 C 1.29 -0.92 -0.70  0.090
11 H -2.84 1.93 1.89  0.371
12 H -3.82 2.08 -0.58  0.375
13 H -3.47 0.03 -2.06  0.413
14 H -2.02 -1.41 -1.81  0.080
15 H -0.42 -1.42 0.64  0.381
16 H -1.02 0.08 2.21  0.269
17 H 0.84 0.78 -1.70  0.278
18 H 4.29 1.09 0.87  0.341
19 H 3.53 -1.25 1.77  0.325
20 H 1.94 -2.42 0.59  0.242
21 N 1.56 0.35 -1.06  0.023
22 N 2.06 -1.45 0.40  -0.031
23 O 2.88 2.35 -0.84  -0.593
24 O 0.42 -1.60 -1.27  -0.612



Entry 3:
Computed, not measured: an isolated molecule of C10H10N2O2S in a non-equilibrium geometry, with ωB97M-V/def2-TZVPD.

For the frontier orbital gap (spin up / spin down), the calculation gives 7.610 / 7.612 eV. The value obtained for the energy is -28436.9609 eV. The value obtained for the energy above the lowest of the compared OMol25 structures with the same formula, charge and spin is 117.28 kcal/mol. The maximum force comes out at 3.5 eV Å⁻¹. The HOMO energy (spin up / spin down) is -0.2976 / -0.2976 Eh.

Each line ends with the Mulliken charge.
Element x y z (Å)
1 C -3.04 0.32 1.51  -0.454
2 C -3.43 -0.74 0.68  -0.502
3 C -1.91 1.01 1.30  -0.639
4 C -2.53 -1.16 -0.25  -0.443
5 C -1.04 0.70 0.22  0.929
6 C -1.38 -0.44 -0.47  0.270
7 C 1.19 1.68 -0.95  -0.550
8 C 0.09 1.60 -0.16  -0.248
9 C 1.23 -0.69 0.12  -0.598
10 C 3.69 -0.51 0.09  -0.722
11 N 2.36 0.99 -1.12  -0.994
12 N 2.35 -0.09 -0.39  0.848
13 O 0.08 -2.52 -1.39  -0.705
14 O 0.38 -0.21 -2.42  -0.600
15 S 0.11 -1.07 -1.25  1.285
16 H -3.78 0.88 2.19  0.252
17 H -4.33 -1.39 0.90  0.300
18 H -1.72 1.71 2.06  0.474
19 H -2.71 -2.09 -0.91  0.302
20 H 1.43 2.66 -1.35  0.414
21 H -0.24 2.68 0.10  0.190
22 H 1.28 -1.44 0.87  0.358
23 H 4.22 0.19 0.74  0.311
24 H 3.40 -1.37 0.65  0.252
25 H 4.32 -0.71 -0.80  0.270



Entry 4:
Computed, not measured: an isolated molecule of C10H10N2OS in a non-equilibrium geometry, with ωB97M-V/def2-TZVPD.

For the frontier orbital gap, the calculation gives 8.826 eV. The value obtained for the energy is -26393.9985 eV. The value obtained for the energy above the lowest of the compared OMol25 structures with the same formula, charge and spin is 47.02 kcal/mol. The maximum force comes out at 2.1 eV Å⁻¹. The HOMO energy is -0.3168 Eh.

Each line ends with the Mulliken charge.
Element x y z (Å)
1 N -0.93 0.32 1.57  -0.504
2 N -2.01 1.88 -0.56  -0.518
3 O 2.63 -2.51 0.11  -0.362
4 S -1.41 -1.98 0.22  -0.187
5 C 3.40 -2.26 -1.01  -0.405
6 C 2.61 -1.80 -1.99  -0.548
7 C 1.27 -1.75 -1.49  0.098
8 C 1.33 -2.23 -0.20  -0.024
9 C -1.92 0.53 -0.61  -0.177
10 C -1.07 1.68 1.62  -0.396
11 C -1.43 -0.24 0.44  0.373
12 C -1.64 2.47 0.59  0.741
13 C 0.26 -2.45 0.84  -0.555
14 C -1.65 3.96 0.66  -1.165
15 H 4.47 -2.47 -1.06  0.414
16 H 2.89 -1.60 -3.01  0.378
17 H 0.39 -1.43 -2.06  0.386
18 H -2.34 0.06 -1.51  0.423
19 H -0.63 2.20 2.47  0.376
20 H 0.29 -3.52 1.08  0.406
21 H 0.45 -1.94 1.79  0.345
22 H -1.96 4.41 -0.28  0.313
23 H -2.38 4.33 1.44  0.277
24 H -0.65 4.36 0.94  0.310



Entry 5:
Computed, not measured: the ion C10H10N3O2 with charge +1 in a non-equilibrium geometry, with ωB97M-V/def2-TZVPD.

For the frontier orbital gap, the calculation gives 8.361 eV. The value obtained for the energy is -19085.8751 eV. The net charge is +1. The value obtained for the energy above the lowest of the compared OMol25 structures with the same formula, charge and spin is 120.30 kcal/mol. The maximum force comes out at 5.6 eV Å⁻¹. The HOMO energy is -0.4758 Eh.

Each line ends with the Mulliken charge.
Element x y z (Å)
1 C 1.31 -1.74 -2.64  -0.568
2 C 1.57 -2.62 -1.55  -0.461
3 C 0.58 -0.62 -2.53  -1.414
4 C 1.29 -2.23 -0.29  -0.846
5 C 0.29 -0.06 -1.17  1.824
6 C 0.70 -0.96 -0.02  0.739
7 C -1.27 0.26 -1.08  -0.310
8 C -1.39 1.04 1.23  0.780
9 C 0.74 1.31 -0.81  -0.421
10 C -1.69 1.21 3.48  -0.717
11 N -1.77 0.57 0.03  -0.273
12 N -0.31 1.81 1.33  -0.762
13 N 0.56 1.87 0.35  0.240
14 O 0.59 -0.54 1.12  -0.594
15 O -2.09 0.72 2.20  -0.307
16 H 1.40 -2.04 -3.66  0.397
17 H 1.83 -3.59 -1.65  0.507
18 H 0.23 -0.31 -3.45  0.460
19 H 1.56 -2.83 0.47  0.570
20 H -1.90 0.15 -1.97  0.422
21 H 1.58 1.79 -1.30  0.459
22 H -0.94 1.91 3.27  0.382
23 H -1.47 0.44 4.20  0.280
24 H -2.60 1.75 3.89  0.280
25 H 1.21 2.73 0.54  0.332



Entry 6:
Computed, not measured: the ion C10H10O2PS with charge -1 in a non-equilibrium geometry, with ωB97M-V/def2-TZVPD.

For the frontier orbital gap, the calculation gives 7.159 eV. The value obtained for the energy is -34752.3876 eV. The net charge is -1. The value obtained for the energy above the lowest of the compared OMol25 structures with the same formula, charge and spin is 0.00 kcal/mol. The maximum force comes out at 4.7 eV Å⁻¹. The HOMO energy is -0.1540 Eh.

Each line ends with the Mulliken charge.
Element x y z (Å)
1 C -0.20 -0.61 -0.39  0.310
2 C 0.99 -0.47 -0.68  -0.650
3 C -4.39 -0.33 0.19  -0.410
4 C -3.67 0.73 -0.36  -0.387
5 C -3.65 -1.47 0.57  -0.489
6 C -2.36 0.66 -0.61  -0.487
7 C -2.28 -1.46 0.47  -0.628
8 C -1.61 -0.43 -0.19  0.387
9 C 3.31 2.14 0.14  -1.077
10 C 3.42 0.72 0.64  -0.325
11 O 3.02 -1.83 -2.17  -0.712
12 O 3.73 -0.15 -0.42  -0.386
13 P 2.67 -1.37 -0.80  0.799
14 S 2.65 -2.63 0.74  -0.553
15 H -5.48 -0.37 0.24  0.336
16 H -4.23 1.63 -0.49  0.354
17 H -4.11 -2.33 0.83  0.462
18 H -1.92 1.51 -1.00  0.473
19 H -1.74 -2.33 0.71  0.464
20 H 4.19 2.51 -0.24  0.339
21 H 2.48 1.99 -0.62  0.219
22 H 2.83 2.67 0.89  0.382
23 H 2.37 0.49 1.03  0.230
24 H 4.00 0.74 1.55  0.350